Entry 1:
{
  "formula": "C6H9NOS",
  "method": "ωB97M-V/def2-TZVPD",
  "symbols": ["C", "C", "H", "H", "H", "O", "H", "H", "C", "C", "S", "H", "H", "C", "H", "N", "H", "C"],
  "positions_angstrom": [[-0.510, -0.077, 1.516], [1.195, -1.217, -1.575], [-2.369, -0.525, 2.508], [-1.137, -1.678, 2.835], [-0.682, 1.836, -1.658], [0.053, -0.671, -2.094], [0.554, 2.979, -1.183], [-1.051, 0.101, 3.406], [0.394, -0.333, -0.725], [0.362, 1.971, -1.464], [0.252, 1.456, 1.139], [-0.673, -1.969, 0.518], [1.068, 1.754, -2.418], [-0.227, -0.915, 0.531], [2.135, -0.883, -2.041], [0.699, 1.011, -0.393], [1.250, -2.267, -1.520], [-1.312, -0.575, 2.619]],
  "mulliken_charge": [0.73, -0.75, 0.28, 0.30, 0.33, -0.47, 0.37, 0.35, 0.91, -0.87, -0.13, 0.19, 0.22, -0.85, 0.20, -0.01, 0.30, -1.10],
  "lumo_energy_ev": 0.8432,
  "smiles": "CC1=C[C@]2(CO2)N(C)S1",
  "gap_ev": 8.30
}


Entry 2:
{
  "formula": "C20H24BrN3O3S2",
  "method": "ωB97M-V/def2-TZVPD",
  "symbols": ["H", "H", "C", "C", "C", "C", "C", "H", "C", "C", "S", "Br", "N", "C", "H", "H", "H", "H", "C", "O", "C", "H", "C", "C", "H", "C", "C", "H", "C", "H", "H", "H", "H", "H", "N", "S", "H", "H", "N", "C", "O", "O", "H", "H", "H", "C", "H", "C", "C", "H", "C", "H", "H"],
  "positions_angstrom": [[-3.184, 1.135, -1.241], [0.547, 3.259, -1.141], [-1.359, -3.261, 2.244], [-0.201, -2.206, -0.051], [2.785, -1.256, 0.459], [-0.943, 1.176, 0.426], [-2.145, -3.039, 1.124], [-1.807, -3.675, 3.134], [-0.430, 2.605, 0.615], [-4.322, 2.072, 1.731], [6.124, 1.065, -0.362], [-2.609, -2.201, -1.559], [-3.301, 1.823, 0.729], [0.588, -2.407, 1.083], [3.934, 3.165, -0.291], [2.618, 1.415, -2.430], [-1.100, 0.982, -0.636], [-0.122, 2.739, 1.655], [-0.013, -2.959, 2.224], [1.437, -0.148, -1.209], [-3.937, 1.307, -0.472], [2.757, 3.693, -1.516], [2.478, -0.291, -0.606], [-2.234, 0.961, 1.210], [0.586, -3.134, 3.105], [-5.326, 3.083, 1.174], [3.057, 2.869, -0.870], [-5.487, 1.943, -1.849], [-1.546, -2.516, -0.010], [-2.046, 1.209, 2.258], [-4.456, 0.352, -0.272], [0.229, -1.802, -0.952], [-0.186, 0.477, 0.782], [-1.227, 3.312, 0.380], [0.719, 2.906, -0.214], [4.481, -1.097, 0.908], [2.503, -2.610, 1.977], [-2.523, -0.103, 1.167], [3.586, 0.485, -0.885], [1.956, 2.496, 0.120], [-5.930, 2.613, -0.006], [2.200, 1.877, 1.138], [-4.804, 4.031, 0.975], [-4.424, 3.256, -1.255], [-3.199, -3.271, 1.130], [4.727, 0.247, -0.188], [-4.858, 1.146, 2.006], [-4.952, 2.330, -0.980], [1.999, -2.098, 1.164], [-3.851, 2.486, 2.626], [3.423, 1.648, -1.728], [-6.135, 3.256, 1.886], [4.357, 1.824, -2.266]],
  "mulliken_charge": [0.28, 0.29, -0.66, -0.19, 0.72, 0.43, -0.36, 0.41, -1.12, -0.63, -0.30, -0.14, 0.44, 0.95, 0.28, 0.37, 0.23, 0.23, -0.82, -0.59, -0.28, 0.39, 0.19, -1.26, 0.37, -0.65, -0.56, 0.36, -0.19, 0.56, 0.29, 0.59, -0.02, 0.49, -0.08, -0.25, 0.29, 0.19, 0.01, 0.55, -0.39, -0.64, 0.31, 0.34, 0.47, 0.53, 0.31, -0.87, -1.01, 0.41, -1.08, 0.36, 0.47],
  "lumo_energy_ev": -0.9273,
  "smiles": "O=C(CCN1C(=O)/C(=C\\c2cccc(Br)c2)SC1=S)NCCCN1CCOCC1",
  "gap_ev": 7.51
}


Entry 3:
{
  "formula": "H16O8",
  "method": "ωB97M-V/def2-TZVPD",
  "symbols": ["H", "O", "H", "O", "H", "O", "H", "H", "H", "H", "O", "H", "H", "O", "H", "O", "O", "H", "H", "H", "H", "H", "H", "O"],
  "positions_angstrom": [[2.832, 0.521, -2.101], [2.232, -2.464, -0.788], [0.112, -0.310, 0.657], [3.519, 0.709, -2.741], [2.097, -2.356, -1.729], [-2.995, -1.009, 2.082], [-0.356, -0.629, -1.913], [-1.041, -1.960, -1.688], [-0.475, 3.441, 0.244], [-1.987, 0.891, -1.535], [-2.362, 1.040, -0.667], [-2.056, -0.821, 2.092], [-0.028, 2.571, 1.400], [-0.146, 2.566, 0.450], [4.235, 0.119, -2.505], [0.611, -0.202, -0.153], [-0.949, -1.255, -2.328], [-1.742, 1.630, -0.237], [-0.242, 0.807, 3.036], [0.099, -0.619, 3.411], [1.742, -1.743, -0.392], [-3.136, -1.563, 2.850], [0.556, 0.735, -0.345], [-0.520, -0.099, 2.899]],
  "mulliken_spin": [0.00, 0.05, 0.00, 0.00, 0.00, 0.28, -0.01, -0.01, 0.00, -0.02, 0.41, -0.01, 0.00, 0.00, 0.00, 0.01, 0.33, -0.01, 0.00, 0.00, 0.00, -0.01, 0.00, 0.00],
  "lumo_energy_ev": [-3.7885, -11.1513],
  "total_charge": 1,
  "s2": 0.7574,
  "gap_ev": [10.33, 2.94],
  "spin_multiplicity": 2
}


Entry 4:
{
  "formula": "C4H12",
  "method": "ωB97M-V/def2-TZVPD",
  "symbols": ["C", "C", "H", "H", "H", "H", "H", "H", "H", "H", "C", "H", "H", "H", "C", "H"],
  "positions_angstrom": [[0.516, 2.806, -0.890], [-0.553, 1.845, -1.355], [0.201, 3.832, -1.077], [-0.375, -3.750, 1.036], [-0.588, -2.730, 2.486], [-1.486, 1.899, -0.797], [-0.340, 0.781, -1.159], [0.442, -2.037, -0.249], [1.483, 2.645, -1.367], [0.758, -0.845, 1.015], [-0.018, -2.875, 1.576], [1.016, -3.164, 1.802], [0.668, 2.660, 0.179], [-0.951, -1.271, 0.522], [0.071, -1.611, 0.684], [-0.843, 1.815, -2.407]],
  "mulliken_charge": [-0.78, -0.73, 0.28, 0.29, 0.30, 0.29, 0.11, 0.27, 0.27, 0.31, -0.99, 0.29, 0.25, 0.25, -0.72, 0.33],
  "lumo_energy_ev": 1.1040,
  "smiles": "CC.CC",
  "gap_ev": 12.67
}


Entry 5:
{
  "formula": "C12H11NO4Y",
  "method": "ωB97M-V/def2-TZVPD",
  "symbols": ["C", "C", "C", "H", "C", "O", "H", "H", "N", "H", "Y", "H", "H", "C", "C", "C", "C", "C", "C", "H", "O", "C", "C", "H", "O", "H", "H", "O", "H"],
  "positions_angstrom": [[1.220, -0.276, 4.608], [2.190, -0.032, 0.521], [-0.097, -0.592, 6.637], [2.123, -0.360, 3.988], [-0.013, -0.724, -3.326], [0.069, -3.958, 0.426], [-2.066, 0.316, 3.944], [-2.246, -0.228, 6.455], [0.192, 1.005, 2.883], [-0.126, -0.714, 7.744], [-0.092, -0.470, 1.171], [-0.974, 1.182, -3.090], [0.937, -1.282, -3.296], [-1.276, -0.257, 5.935], [0.010, 1.876, 0.038], [0.020, -2.928, 0.991], [0.060, 0.153, 4.002], [-2.386, 0.002, 0.616], [-0.016, 0.609, -3.214], [-0.546, 1.666, 2.696], [0.086, 3.018, -0.174], [1.150, -0.655, 5.957], [-1.206, 0.116, 4.582], [1.104, 1.375, 2.669], [3.222, 0.246, 0.054], [0.935, 1.187, -3.077], [2.061, -0.936, 6.503], [-3.407, 0.236, 0.063], [-0.964, -1.281, -3.338]],
  "mulliken_charge": [-0.46, 0.26, -0.45, 0.31, -0.59, 0.03, 0.30, 0.42, -0.56, 0.43, 1.00, 0.31, 0.33, -0.69, 0.27, 0.32, 1.24, 0.27, -0.56, 0.41, -0.05, -0.66, -0.34, 0.35, 0.02, 0.31, 0.42, 0.03, 0.33],
  "lumo_energy_ev": -13.9163,
  "total_charge": 3,
  "gap_ev": 5.26
}


Entry 6:
{
  "formula": "C7H24GdN4O5",
  "method": "ωB97M-V/def2-TZVPD",
  "symbols": ["H", "O", "N", "H", "H", "O", "H", "H", "H", "O", "H", "C", "Gd", "N", "H", "C", "H", "H", "H", "C", "C", "H", "O", "H", "H", "H", "H", "H", "C", "H", "H", "O", "C", "H", "H", "N", "C", "H", "H", "N", "H"],
  "positions_angstrom": [[-2.948, -1.423, 3.427], [-3.732, -0.673, 1.598], [-1.099, 2.273, 1.221], [-2.885, -1.028, -0.246], [2.240, -0.563, 2.821], [1.845, -0.821, 1.954], [-1.406, 2.164, 2.189], [-2.074, -2.328, -2.936], [-4.568, -0.800, 2.094], [-2.370, -0.786, -1.064], [-2.170, 0.059, 2.821], [-1.085, -2.746, -2.744], [0.193, 0.235, 0.450], [-0.950, -1.105, -0.867], [1.085, 1.245, -2.315], [-2.631, -0.899, 2.508], [0.935, 2.828, 2.766], [2.561, 1.847, 1.243], [3.409, -0.144, -0.614], [1.032, 3.259, 1.757], [1.079, -1.887, -1.718], [1.670, -3.741, -2.628], [3.037, -1.029, -0.785], [1.935, 2.635, -0.038], [-0.234, 3.840, 0.071], [2.990, -2.711, -1.996], [1.650, 4.164, 1.811], [-0.393, 1.734, -2.354], [2.020, -2.710, -2.503], [-0.838, 4.358, 1.676], [-1.205, -3.781, -2.395], [0.372, 1.633, -1.755], [-0.311, 3.563, 1.135], [2.160, -2.294, -3.512], [2.166, -1.717, 1.759], [1.582, -0.940, -0.892], [-0.341, -1.929, -1.763], [-1.975, 2.318, 0.675], [-1.872, -1.512, 1.985], [1.680, 2.208, 0.867], [-0.552, -2.797, -3.704]],
  "mulliken_spin": [0.01, 0.00, 0.01, 0.00, -0.03, 0.13, 0.00, 0.00, 0.00, 0.00, -0.02, -0.04, 5.87, 0.28, 0.00, 0.02, -0.02, 0.01, -0.01, 0.00, 0.19, 0.00, 0.00, 0.00, -0.01, 0.00, 0.00, 0.00, -0.01, 0.00, 0.02, 0.03, 0.01, 0.02, -0.03, 0.30, 0.24, 0.01, -0.02, 0.03, 0.00],
  "lumo_energy_ev": [-2.9266, -2.5679],
  "total_charge": 1,
  "s2": 16.7931,
  "gap_ev": [6.22, 4.77],
  "spin_multiplicity": 8
}


no.,total energy (eV),largest force on an atom (eV/A)
1,-20737.2314,3.391
2,-123456.0460,0.984
3,-16628.6583,1.345
4,-4342.1962,2.070
5,-23311.8283,9.896
6,-44672.1327,2.578